No. 1
{"formula": "C6H18O3RbS3", "method": "ωB97M-V with the def2-TZVPD basis set", "homo_ha": -0.4345, "total_energy_ha": -1683.53180, "charge": 1, "orbital_gap_ev": 9.24, "species": ["Rb", "C", "S", "O", "C", "H", "H", "H", "H", "H", "H", "C", "S", "O", "C", "H", "H", "H", "H", "H", "H", "C", "S", "O", "C", "H", "H", "H", "H", "H", "H"], "positions_angstrom": [[-1.855118, -0.099527, 1.160267], [-2.327272, 3.000677, -3.364894], [-1.757342, 1.404788, -2.705196], [-2.271157, 1.289039, -1.286312], [-2.837702, 0.311333, -3.660501], [-1.700130, 3.856289, -3.124075], [-3.335410, 3.216804, -3.014175], [-2.291235, 2.858265, -4.447199], [-3.878329, 0.362621, -3.339094], [-2.533717, -0.709566, -3.403663], [-2.721961, 0.370747, -4.741116], [0.916054, -3.517872, 0.027423], [1.800700, -2.299048, 1.054019], [0.826181, -1.257333, 1.545210], [2.088709, -3.405359, 2.482747], [0.354901, -3.154522, -0.831930], [0.200687, -4.040485, 0.667703], [1.638527, -4.247622, -0.339861], [1.195378, -3.858730, 2.910138], [2.462296, -2.704983, 3.233168], [2.858983, -4.137821, 2.256112], [0.755834, 1.989400, 0.691449], [0.736787, 2.329437, 2.462753], [-0.419103, 1.480294, 2.952234], [2.234053, 1.433230, 2.906933], [-0.255222, 2.118724, 0.304283], [1.138575, 0.998580, 0.444646], [1.407210, 2.665462, 0.130254], [3.082052, 1.921088, 2.426496], [2.195733, 0.387921, 2.607632], [2.291037, 1.438171, 3.994549]], "forces_ev_per_angstrom": [[0.068, -0.002, 0.169], [-0.133, -0.339, -0.314], [-0.503, 0.369, 0.161], [0.321, -0.062, -0.258], [0.052, -0.833, 0.214], [0.337, -0.360, 0.312], [-0.088, -0.252, -0.088], [-0.192, 0.175, 0.010], [0.029, 0.567, -0.075], [0.224, 0.186, 0.113], [0.019, 0.451, 0.037], [-0.347, -0.540, 0.446], [-0.345, -0.526, 0.137], [-0.117, -0.467, -0.397], [0.149, 0.813, 0.038], [0.342, 0.643, 0.081], [0.069, 0.030, 0.024], [0.140, 0.077, 0.099], [-0.188, -0.008, -0.455], [0.177, -0.126, -0.021], [-0.022, -0.041, -0.115], [0.661, 0.192, -0.775], [-0.549, -1.021, -0.105], [0.377, 0.462, -0.107], [0.014, -0.132, 0.045], [0.000, 0.111, 0.129], [-0.278, -0.229, 0.441], [-0.085, 0.299, 0.327], [0.064, 0.124, 0.245], [-0.367, 0.079, -0.290], [0.170, 0.361, -0.027]], "nbo_charge": [0.976, -0.815, 1.235, -1.050, -0.830, 0.251, 0.248, 0.238, 0.248, 0.237, 0.249, -0.830, 1.237, -1.037, -0.811, 0.243, 0.230, 0.250, 0.240, 0.246, 0.245, -0.857, 1.263, -1.039, -0.828, 0.239, 0.244, 0.244, 0.236, 0.249, 0.249]}

=====

No. 2
{"formula": "C6H18O5", "method": "ωB97M-V with the def2-TZVPD basis set", "smiles": "C=C/C=C/C=C.O.O.O.O.O", "homo_ha": -0.3363, "total_energy_ha": -615.48298, "charge": 0, "orbital_gap_ev": 9.67, "species": ["C", "C", "C", "C", "C", "C", "H", "H", "H", "H", "H", "H", "H", "H", "H", "H", "O", "H", "H", "O", "H", "H", "O", "H", "H", "O", "H", "H", "O"], "positions_angstrom": [[1.884638, 2.186883, -0.211178], [2.050149, 2.092869, 1.099987], [-0.389468, 2.060305, -1.519721], [0.770434, 1.631475, -1.017836], [-1.577320, -0.105392, -1.695945], [-1.264812, 1.114840, -2.154140], [2.617346, 2.700850, -0.846666], [3.005929, 2.525658, 1.433433], [1.582748, 1.718987, 1.975609], [-0.607039, 3.127903, -1.547632], [0.889403, 0.543171, -1.168252], [-1.235471, -0.576590, -0.782494], [-2.244282, -0.769430, -2.213983], [-1.933277, 1.313838, -2.998400], [0.890655, -0.371962, 0.877675], [0.468449, 0.705272, 2.040009], [0.422358, -0.156087, 1.657834], [-2.265273, -1.633126, 0.634988], [-0.911324, -1.200373, 1.207478], [-1.519638, -1.942691, 1.156639], [2.430576, -2.086031, -0.755937], [1.270770, -1.366200, -1.454172], [1.962339, -1.246856, -0.803246], [-0.334961, -3.644226, -0.112572], [-0.005541, -2.793086, -1.443248], [0.333120, -3.320146, -0.721573], [-2.815733, -0.516188, 3.237547], [-1.290039, -0.153102, 3.128291], [-2.184736, 0.159434, 2.997503]], "forces_ev_per_angstrom": [[-1.315, 0.363, -0.789], [2.860, 1.650, -0.105], [1.374, 1.252, 0.100], [-0.374, -1.806, 0.482], [0.538, -0.266, 0.445], [-2.171, -1.547, -0.359], [0.104, -0.204, 0.647], [-0.302, -0.036, -0.108], [-0.770, -0.155, -0.235], [-0.269, -0.194, 0.100], [0.181, 0.756, 0.078], [0.481, 0.487, 0.092], [-0.354, 0.130, -0.524], [0.747, 0.882, -0.074], [1.521, 0.442, -1.313], [0.222, 0.454, -0.735], [-1.928, -1.708, 1.896], [-0.057, 0.050, 0.196], [0.206, 0.420, 0.349], [-0.587, -1.003, -0.358], [-0.284, -0.122, 0.088], [0.064, -0.162, -0.071], [0.614, 0.680, 0.154], [-0.515, 0.600, -0.284], [-0.954, -0.269, 0.264], [1.106, -0.815, -0.069], [0.271, -0.437, 0.102], [-0.108, -0.628, 0.044], [-0.301, 1.185, -0.013]], "nbo_charge": [-0.201, -0.377, -0.234, -0.188, -0.411, -0.205, 0.220, 0.197, 0.175, 0.216, 0.201, 0.184, 0.192, 0.216, 0.519, 0.489, -0.985, 0.462, 0.494, -0.977, 0.496, 0.467, -0.951, 0.506, 0.463, -0.968, 0.477, 0.479, -0.956]}

=====

No. 3
{"formula": "C6H18OSi2", "method": "ωB97M-V with the def2-TZVPD basis set", "multiplicity": 3, "homo_ha": [-0.1807, -0.3552], "total_energy_ha": -893.45878, "charge": 0, "s2": 2.005, "orbital_gap_ev": [5.78, 8.91], "species": ["C", "C", "C", "C", "C", "C", "O", "Si", "Si", "H", "H", "H", "H", "H", "H", "H", "H", "H", "H", "H", "H", "H", "H", "H", "H", "H", "H"], "positions_angstrom": [[-0.414424, 2.442854, -1.455921], [1.803433, 1.998167, -0.629569], [0.149411, -0.647382, 2.839341], [1.657520, -2.449219, 1.692989], [0.395524, 1.600438, -0.409182], [0.289928, -1.698361, 1.726994], [-1.511925, -0.541587, -1.281666], [-3.101666, -0.656312, -1.789941], [-0.037515, -0.272293, -0.724173], [-1.264179, 1.957419, -1.815613], [-0.730533, 3.391373, -1.100740], [0.261058, 2.591131, -2.344802], [1.599875, 3.032862, -0.666528], [2.003252, 1.584186, -1.617643], [2.480695, 1.691003, 0.022281], [-0.434946, -1.063825, 3.622050], [1.117132, -0.419166, 3.310033], [-0.352889, 0.248831, 2.562893], [1.791482, -2.829391, 0.712959], [1.552227, -3.406817, 2.258002], [2.564773, -1.711399, 1.882940], [0.076238, 1.890399, 0.568480], [-0.487767, -2.421848, 1.961569], [-3.030324, -1.463576, -3.013362], [-3.775767, -1.163997, -0.657107], [-3.321953, 0.793464, -2.177818], [0.860090, -1.089410, -1.599540]], "forces_ev_per_angstrom": [[2.072, -0.576, -0.523], [-2.560, 0.103, -3.194], [1.436, -0.640, -0.772], [-0.281, 1.975, 0.089], [-2.245, -1.115, -1.484], [1.460, -1.646, 4.110], [-1.959, -0.275, -0.657], [2.908, 1.783, -0.786], [1.310, 0.844, 0.405], [-1.547, -0.852, -0.517], [-0.065, 1.066, 0.509], [-0.730, 0.009, 0.723], [1.430, 1.613, -0.141], [0.765, 0.483, -0.147], [2.991, -1.169, 3.064], [-0.733, -0.486, 0.775], [-0.154, 0.255, -0.410], [-0.331, 0.987, -0.510], [0.341, -0.262, -1.394], [0.610, 1.039, 0.358], [-1.804, -1.900, 0.128], [-0.365, -0.046, 0.817], [-0.464, -0.183, -1.140], [-0.504, -0.287, 0.001], [-1.107, -0.473, 0.708], [-0.685, -0.705, 0.195], [0.214, 0.457, -0.208]], "nbo_charge": [-0.613, -0.598, -0.685, -0.695, -0.624, -0.071, -1.301, 1.247, 1.289, 0.206, 0.204, 0.199, 0.208, 0.198, 0.201, 0.214, 0.204, 0.214, 0.218, 0.229, 0.211, 0.213, 0.154, -0.194, -0.198, -0.201, -0.232]}

=====

Please write out number 1 again, unchanged.
{"formula": "C6H18O3RbS3", "method": "ωB97M-V with the def2-TZVPD basis set", "homo_ha": -0.4345, "total_energy_ha": -1683.53180, "charge": 1, "orbital_gap_ev": 9.24, "species": ["Rb", "C", "S", "O", "C", "H", "H", "H", "H", "H", "H", "C", "S", "O", "C", "H", "H", "H", "H", "H", "H", "C", "S", "O", "C", "H", "H", "H", "H", "H", "H"], "positions_angstrom": [[-1.855118, -0.099527, 1.160267], [-2.327272, 3.000677, -3.364894], [-1.757342, 1.404788, -2.705196], [-2.271157, 1.289039, -1.286312], [-2.837702, 0.311333, -3.660501], [-1.700130, 3.856289, -3.124075], [-3.335410, 3.216804, -3.014175], [-2.291235, 2.858265, -4.447199], [-3.878329, 0.362621, -3.339094], [-2.533717, -0.709566, -3.403663], [-2.721961, 0.370747, -4.741116], [0.916054, -3.517872, 0.027423], [1.800700, -2.299048, 1.054019], [0.826181, -1.257333, 1.545210], [2.088709, -3.405359, 2.482747], [0.354901, -3.154522, -0.831930], [0.200687, -4.040485, 0.667703], [1.638527, -4.247622, -0.339861], [1.195378, -3.858730, 2.910138], [2.462296, -2.704983, 3.233168], [2.858983, -4.137821, 2.256112], [0.755834, 1.989400, 0.691449], [0.736787, 2.329437, 2.462753], [-0.419103, 1.480294, 2.952234], [2.234053, 1.433230, 2.906933], [-0.255222, 2.118724, 0.304283], [1.138575, 0.998580, 0.444646], [1.407210, 2.665462, 0.130254], [3.082052, 1.921088, 2.426496], [2.195733, 0.387921, 2.607632], [2.291037, 1.438171, 3.994549]], "forces_ev_per_angstrom": [[0.068, -0.002, 0.169], [-0.133, -0.339, -0.314], [-0.503, 0.369, 0.161], [0.321, -0.062, -0.258], [0.052, -0.833, 0.214], [0.337, -0.360, 0.312], [-0.088, -0.252, -0.088], [-0.192, 0.175, 0.010], [0.029, 0.567, -0.075], [0.224, 0.186, 0.113], [0.019, 0.451, 0.037], [-0.347, -0.540, 0.446], [-0.345, -0.526, 0.137], [-0.117, -0.467, -0.397], [0.149, 0.813, 0.038], [0.342, 0.643, 0.081], [0.069, 0.030, 0.024], [0.140, 0.077, 0.099], [-0.188, -0.008, -0.455], [0.177, -0.126, -0.021], [-0.022, -0.041, -0.115], [0.661, 0.192, -0.775], [-0.549, -1.021, -0.105], [0.377, 0.462, -0.107], [0.014, -0.132, 0.045], [0.000, 0.111, 0.129], [-0.278, -0.229, 0.441], [-0.085, 0.299, 0.327], [0.064, 0.124, 0.245], [-0.367, 0.079, -0.290], [0.170, 0.361, -0.027]], "nbo_charge": [0.976, -0.815, 1.235, -1.050, -0.830, 0.251, 0.248, 0.238, 0.248, 0.237, 0.249, -0.830, 1.237, -1.037, -0.811, 0.243, 0.230, 0.250, 0.240, 0.246, 0.245, -0.857, 1.263, -1.039, -0.828, 0.239, 0.244, 0.244, 0.236, 0.249, 0.249]}